{"formula": "C38H37NSTcTe2", "method": "ωB97M-V/def2-TZVPD", "species": ["Tc", "C", "C", "C", "C", "C", "H", "H", "H", "H", "H", "Te", "C", "C", "C", "C", "C", "C", "C", "C", "C", "C", "C", "C", "H", "H", "H", "H", "H", "H", "H", "H", "H", "H", "C", "C", "C", "C", "C", "C", "Te", "C", "C", "C", "H", "H", "H", "H", "H", "H", "H", "H", "H", "H", "H", "N", "S", "C", "C", "C", "C", "C", "C", "C", "C", "C", "C", "C", "C", "H", "H", "H", "H", "H", "H", "H", "H", "H", "H", "H"], "coordinates": [[1.14438, 1.30269, -1.93718], [2.98122, 0.59116, -3.06382], [3.24222, 1.94531, -2.71934], [2.25656, 2.74514, -3.35369], [1.42413, 1.90811, -4.14987], [1.84785, 0.56700, -3.95770], [3.57553, -0.26464, -2.78035], [4.02878, 2.30395, -2.07483], [2.18121, 3.81896, -3.27998], [0.60823, 2.23844, -4.77321], [1.45565, -0.30260, -4.45921], [2.74861, -2.00546, 0.52579], [3.76915, -2.89375, -1.07814], [5.15719, -2.80612, -1.02949], [5.90543, -3.36156, -2.05863], [5.26874, -3.99154, -3.11801], [3.88210, -4.06948, -3.15893], [3.12095, -3.51784, -2.13896], [1.71103, -3.60276, 1.39206], [1.00023, -4.52465, 0.63408], [0.29690, -5.52367, 1.28805], [0.29796, -5.58570, 2.67703], [1.00188, -4.65169, 3.42311], [1.71582, -3.64770, 2.78194], [5.65811, -2.31781, -0.20255], [6.98475, -3.30091, -2.02808], [5.85487, -4.42566, -3.91664], [3.39112, -4.56486, -3.98587], [2.04145, -3.57959, -2.18535], [0.99498, -4.48098, -0.44726], [-0.24854, -6.25972, 0.71276], [-0.25024, -6.37151, 3.17876], [1.00406, -4.70439, 4.50328], [2.27044, -2.92211, 3.36475], [-2.98498, -1.57429, 4.28412], [-2.17241, -1.39256, 3.03357], [-1.06163, -0.56408, 3.01137], [-0.29891, -0.37160, 1.86207], [0.87356, 0.57140, 1.96498], [-0.67782, -1.06376, 0.70751], [0.55857, -1.11451, -1.00839], [-1.80638, -1.89759, 0.67878], [-2.27877, -2.65930, -0.53474], [-2.53419, -2.03719, 1.85329], [-2.49195, -1.13370, 5.14851], [-3.15436, -2.63200, 4.48563], [-3.96775, -1.10991, 4.17928], [-0.77469, -0.03434, 3.91354], [1.64184, 0.16630, 2.62956], [0.54399, 1.51641, 2.39945], [1.32397, 0.80383, 1.00230], [-1.90428, -2.26624, -1.47921], [-3.36622, -2.63073, -0.58984], [-1.98155, -3.70763, -0.46972], [-3.41164, -2.67504, 1.84280], [0.03983, 2.46536, -0.59332], [-1.57264, 2.55001, -0.71371], [-2.00813, 4.05304, -1.57468], [-3.35868, 4.35448, -1.69978], [-3.72304, 5.49717, -2.39132], [-2.74848, 6.31646, -2.95005], [-1.40603, 5.99676, -2.82216], [-1.02467, 4.85085, -2.13311], [-2.20730, 2.90399, 0.89941], [-1.98295, 4.14043, 1.49690], [-2.46614, 4.35454, 2.77541], [-3.17164, 3.34899, 3.43120], [-3.39269, 2.12496, 2.81788], [-2.90226, 1.88989, 1.53984], [0.43441, 3.25215, -0.08419], [-4.11465, 3.71825, -1.25528], [-4.76946, 5.75020, -2.49348], [-3.04035, 7.20814, -3.48793], [-0.65106, 6.63850, -3.25608], [0.01923, 4.58760, -2.03030], [-1.46743, 4.93078, 0.96464], [-2.31001, 5.31040, 3.25657], [-3.55909, 3.52985, 4.42492], [-3.95062, 1.35239, 3.32992], [-3.06331, 0.93730, 1.04932]], "mol_weight_g_mol": 892.99, "orbital_gap_ev": [5.62, 6.28], "charge": 2, "spin_multiplicity": 4, "e_above_lowest_kj_mol": 0.0, "e_lumo_ev": [-6.5397, -6.7300], "homo_energy_ev": [-12.2, -13.0]}